1.
Formula: C19H37Al2BBr3ClF10GaMgN2O7
Source: the Open Molecules 2025 dataset
Level of theory: ωB97M-V/def2-TZVPD

Values from the calculation:
- molecular weight (g/mol) = 1029.461
- net charge = +1
- frontier orbital gap (eV) = 1.9
- LUMO energy (eV) = -8.58
- E_tot (a.u.) = -13197.5343
- strongest force on any atom (eV/Å) = 4.5
- HOMO (eV) = -10.49

Geometry (Å):
1 F 5.940 -0.527 4.655
2 N 5.115 -4.902 -2.067
3 H 5.688 -5.605 -2.546
4 Br -8.910 5.063 2.221
5 H 0.505 2.844 4.262
6 C -6.226 2.126 0.599
7 F 2.143 -2.224 1.054
8 H -9.850 6.929 0.877
9 Br -11.633 5.235 0.532
10 C -9.807 5.858 0.697
11 C 0.876 3.360 3.372
12 C -5.902 3.620 0.152
13 H 0.565 1.505 -1.747
14 F 4.794 -6.240 1.106
15 H -5.339 3.684 -0.824
16 H -1.065 3.963 2.666
17 H -4.872 0.432 0.063
18 O -1.968 -4.950 -3.244
19 H -1.003 -0.546 -1.681
20 Al 3.109 -6.077 1.615
21 O -0.857 -3.032 -3.611
22 C -0.050 -3.818 -2.726
23 C -0.114 4.439 2.922
24 H 0.256 4.927 2.016
25 H -5.043 0.763 1.906
26 N 3.230 4.487 3.936
27 H 5.184 -4.390 -4.934
28 F 2.074 -6.007 0.183
29 H -6.805 1.643 -0.240
30 F 7.402 -1.160 2.964
31 H -6.838 2.164 1.558
32 F 2.921 -4.589 2.550
33 C 0.384 0.150 0.807
34 H -0.548 -5.792 -1.984
35 C -1.354 2.440 -1.206
36 H -0.938 1.240 2.196
37 H 3.857 -3.210 -4.812
38 C -0.611 -5.199 -2.897
39 H -1.094 6.229 3.637
40 C -4.937 1.231 0.881
41 H -6.911 4.127 -0.016
42 O 1.326 0.945 1.112
43 C -2.032 -3.703 -3.773
44 C 6.002 -3.919 -1.387
45 H -3.004 -0.129 -0.912
46 O -2.993 -3.251 -4.314
47 Ga -2.371 1.042 -0.023
48 H -0.694 3.039 -0.489
49 H 6.696 -3.504 -2.115
50 C -0.363 5.500 3.989
51 C 2.204 3.986 3.685
52 F 8.233 -0.385 4.983
53 H 4.481 -5.371 -1.404
54 F -1.552 3.742 -5.938
55 H 5.404 -2.867 -4.027
56 C -1.031 0.181 -2.543
57 H -0.129 -5.748 -3.711
58 Cl -0.365 2.592 -3.771
59 H -2.078 0.241 -2.970
60 Al 3.365 0.589 2.017
61 F 2.653 -7.458 2.608
62 H -0.177 -3.439 -1.706
63 H -2.090 3.169 -1.656
64 H 0.551 6.049 4.231
65 O 3.053 -4.545 -2.772
66 B 7.194 -0.278 4.034
67 H -0.747 5.049 4.908
68 H -5.404 4.193 0.994
69 C -1.028 0.423 1.408
70 H 1.010 2.619 2.581
71 H 0.938 -0.566 -0.912
72 H 1.004 -3.761 -2.995
73 H -0.352 -0.264 -3.345
74 H -1.406 -0.541 1.884
75 O -3.737 2.020 0.882
76 C 4.198 -4.336 -3.052
77 H 6.552 -4.451 -0.612
78 F 7.170 1.084 3.536
79 Mg 6.577 2.322 5.073
80 H 5.382 -3.140 -0.942
81 Br -8.807 5.597 -0.942
82 C 4.697 -3.658 -4.285
83 O 0.759 -0.892 -0.005
84 C -0.455 1.631 -2.215


2.
Formula: C19H37As3ClIMgN5O5
Source: the Open Molecules 2025 dataset
Level of theory: ωB97M-V/def2-TZVPD

Values from the calculation:
- molecular weight (g/mol) = 826.963
- net charge = +1
- frontier orbital gap (eV) = 8.4
- energy above the lowest of the compared OMol25 structures with the same formula, charge and spin (kJ/mol) = 0.0
- LUMO energy (eV) = -2.41
- E_tot (a.u.) = -9061.1827
- strongest force on any atom (eV/Å) = 0.8
- HOMO (eV) = -10.81

Geometry (Å):
1 I -4.942 0.409 -4.248
2 H 0.831 -2.635 -2.876
3 C 2.189 1.972 -0.865
4 As -0.873 1.958 -0.742
5 H 1.393 1.324 1.078
6 H 2.686 -0.087 2.781
7 H 0.234 -2.882 4.063
8 C -1.185 3.367 0.570
9 C -0.613 -3.019 1.277
10 H 2.060 2.278 3.582
11 H 0.825 2.075 -2.562
12 O -4.109 0.791 -0.165
13 C -0.341 -1.969 2.248
14 C -2.017 2.629 -2.159
15 C -0.746 -4.872 0.097
16 H 0.357 -0.556 5.063
17 C -3.402 -1.374 -2.432
18 H 3.920 -0.584 1.588
19 C -0.299 0.045 3.016
20 H -4.014 -2.095 -4.373
21 H 3.499 0.234 -0.927
22 C -1.246 -3.824 -0.619
23 H -1.798 3.673 -2.360
24 N -4.365 -1.982 -1.741
25 H 0.092 -4.858 2.049
26 H 2.432 -1.901 -3.089
27 H 4.417 0.014 3.174
28 H -1.861 2.049 -3.065
29 C 3.281 2.930 -1.371
30 C 1.385 -1.697 -2.872
31 H 3.690 2.687 4.155
32 C 0.084 -0.763 4.041
33 H 1.661 -3.130 -0.220
34 H 0.846 3.520 -1.596
35 H 2.209 -1.902 0.950
36 H 3.138 3.935 -0.962
37 C 0.864 2.432 -1.531
38 N -0.544 -0.714 1.897
39 As 1.184 -0.836 -1.128
40 C 2.178 -2.177 -0.106
41 C -3.598 -1.208 -3.911
42 O -3.538 -1.122 1.029
43 N 0.054 -2.046 3.535
44 H -4.310 -1.977 -0.728
45 H -3.055 2.520 -1.849
46 H 1.717 3.046 0.925
47 Cl -4.114 0.259 1.180
48 H -0.853 4.326 0.182
49 O -2.355 -0.951 -1.913
50 C 2.098 2.057 0.668
51 H 2.805 3.837 3.147
52 C 2.556 0.568 -1.366
53 O -5.405 0.190 1.740
54 H 0.979 -1.049 -3.647
55 H -2.648 -0.950 -4.361
56 H 3.250 3.001 -2.462
57 As 3.784 1.973 1.717
58 O -3.180 0.991 1.979
59 H 4.276 2.592 -1.083
60 Mg -1.734 -0.512 0.000
61 H -5.256 -2.163 -2.170
62 H -0.644 -5.922 -0.129
63 H -1.668 -3.826 -1.612
64 N -1.158 -2.678 0.130
65 H 3.196 -2.288 -0.474
66 H -0.665 3.155 1.498
67 H -2.253 3.408 0.775
68 C 2.993 2.778 3.323
69 H 2.722 0.627 -2.444
70 H -0.430 1.115 3.018
71 C 3.680 0.127 2.377
72 N -0.349 -4.343 1.307


3.
Formula: C19H37B3FNNiO7S3
Source: the Open Molecules 2025 dataset
Level of theory: ωB97M-V/def2-TZVPD

Values from the calculation:
- multiplicity = 3
- molecular weight (g/mol) = 597.833
- net charge = +2
- frontier orbital gap (alpha / beta) (eV) = 3.4 / 2.3
- LUMO energy (alpha / beta) (eV) = -8.80 / -9.93
- expectation value of S² = 2.011
- E_tot (a.u.) = -4203.9146
- strongest force on any atom (eV/Å) = 9.4
- HOMO (alpha / beta) (eV) = -12.23 / -12.23

Geometry (Å):
1 H -2.409 2.793 -5.126
2 H 3.723 -3.187 -4.918
3 H 2.080 -1.825 -3.481
4 H 1.381 -1.949 2.103
5 H 0.045 1.533 -3.302
6 C 1.342 2.038 5.871
7 O -3.941 -1.775 -1.600
8 C 0.290 -1.838 2.553
9 B -3.785 -0.586 -0.689
10 H 1.320 2.301 4.708
11 H 1.364 -2.054 -5.209
12 N 2.067 0.026 -4.624
13 C -2.057 2.061 -4.278
14 O -1.538 -3.348 -3.397
15 H 3.972 -1.687 -6.144
16 H -0.669 -0.366 0.592
17 H 1.493 0.250 3.962
18 H -0.206 -1.166 5.774
19 H 1.531 0.122 7.119
20 H -1.648 4.339 5.737
21 C -0.853 -2.467 1.510
22 H -2.154 0.974 -4.703
23 C -1.617 4.041 6.868
24 H 3.844 -0.192 -2.556
25 O 4.698 -1.504 -4.037
26 B -3.405 -1.242 -2.902
27 C 2.211 -1.480 -4.617
28 H 1.940 2.920 6.378
29 H -0.303 -3.330 0.916
30 C -1.385 -1.306 0.432
31 O -0.350 3.353 7.249
32 S 0.342 2.103 -5.784
33 H 1.021 -3.536 4.061
34 F -1.907 -1.597 -5.490
35 H 3.255 1.839 -4.332
36 O -4.190 -0.083 -3.457
37 C -0.211 2.121 6.404
38 O -0.670 -1.013 -3.245
39 H 2.879 -0.945 4.583
40 H -2.574 3.408 7.111
41 C -2.977 -0.889 0.728
42 H -0.504 1.153 6.994
43 S 1.498 -0.204 -7.425
44 H -0.950 2.223 5.497
45 O -4.296 0.774 -1.084
46 H -2.311 2.777 -2.032
47 C -2.963 2.371 -2.945
48 H -2.927 0.037 1.445
49 C -0.426 2.311 -4.048
50 H 5.404 0.500 -3.486
51 C 1.847 -0.451 4.831
52 H -1.743 -2.968 2.080
53 H -0.026 -0.707 2.720
54 C 1.376 0.544 -5.869
55 H -3.451 -1.838 1.252
56 B -3.835 1.021 -2.496
57 H 3.790 0.692 -5.765
58 C 4.395 -0.127 -3.608
59 C 3.443 0.721 -4.642
60 C 3.738 -2.001 -5.036
61 C 2.057 0.555 6.150
62 H -3.735 3.249 -3.180
63 H 3.193 0.796 6.358
64 H -1.217 -1.690 -0.672
65 C 0.760 -1.611 5.255
66 H -0.775 -3.005 4.285
67 S -1.873 -1.886 -3.777
68 C 0.305 -2.600 4.018
69 H 1.283 -2.281 6.091
70 H -1.615 5.067 7.478
71 H -0.243 3.437 -3.739
72 Ni -2.149 -3.714 -5.416


4.
Formula: C19H37Br2F4N2O6S2Si2
Source: the Open Molecules 2025 dataset
Level of theory: ωB97M-V/def2-TZVPD

Values from the calculation:
- molecular weight (g/mol) = 745.619
- net charge = -1
- frontier orbital gap (eV) = 5.0
- LUMO energy (eV) = 1.60
- E_tot (a.u.) = -8230.0422
- strongest force on any atom (eV/Å) = 2.6
- HOMO (eV) = -3.41

Geometry (Å):
1 C 1.363 4.558 -1.592
2 H 0.042 -8.519 4.216
3 H 0.147 1.613 -5.634
4 C -0.160 -5.883 0.474
5 H -1.819 -3.137 0.949
6 H 0.983 5.249 -2.361
7 Si 0.182 -6.024 4.208
8 H -0.400 -2.735 -0.034
9 H 2.807 5.868 1.042
10 H 2.269 -3.283 2.351
11 C 0.367 3.416 -1.248
12 Br -2.365 1.732 -0.045
13 C 0.560 2.134 -2.145
14 H 1.469 2.952 0.331
15 H 0.056 6.326 0.797
16 C -0.324 0.122 -4.172
17 C 0.490 1.334 -4.632
18 C -1.093 3.965 -1.409
19 H 2.646 -6.129 3.731
20 O 0.529 3.069 0.108
21 S -0.938 3.568 -3.923
22 H -1.189 -7.821 3.152
23 C 0.547 2.520 -3.642
24 C -0.725 -5.974 5.871
25 H 2.303 -6.608 5.392
26 H 2.639 -4.923 1.783
27 H 0.004 -0.258 -3.198
28 F 0.356 0.013 0.094
29 H -1.065 5.063 -1.474
30 H 0.022 -5.562 -0.560
31 F 2.192 0.790 0.975
32 O 3.126 2.016 -1.331
33 N 2.724 5.206 0.268
34 H 0.498 -7.939 2.615
35 Si 0.173 -4.460 1.677
36 C -4.487 3.607 -1.106
37 H -3.103 5.295 -1.118
38 N -0.385 -4.759 3.242
39 H 1.426 3.139 -3.854
40 C 1.633 0.230 -0.064
41 H -0.319 1.505 -1.919
42 C 0.756 6.605 0.000
43 H -0.199 -0.689 -4.903
44 H -1.196 -6.217 0.548
45 C 2.029 -5.898 4.602
46 O 2.407 0.202 -2.614
47 H 0.499 -6.732 0.665
48 H -1.620 4.076 0.725
49 C -0.744 -2.951 0.986
50 O -0.570 4.909 -4.267
51 C -3.358 4.441 -0.484
52 H 2.279 -4.895 4.953
53 S 2.007 1.177 -1.646
54 Br -4.055 5.182 1.209
55 O -1.785 3.453 -2.559
56 H -5.070 3.080 -0.349
57 H 1.519 0.970 -4.758
58 H 0.224 6.915 -0.911
59 C 1.680 5.437 -0.381
60 H 1.380 7.449 0.313
61 H 2.334 4.210 -1.963
62 F -1.688 0.371 -4.076
63 H -0.538 -5.027 6.383
64 H -4.153 2.959 -1.920
65 H -0.558 -2.070 1.603
66 C -0.148 -7.736 3.471
67 H -0.377 -6.788 6.519
68 C 2.018 -4.043 1.607
69 O -1.764 3.030 -4.939
70 H -5.186 4.323 -1.569
71 C -2.011 3.658 -0.201
72 H -1.801 -6.089 5.727
73 F 2.215 -0.936 -0.206
74 H 2.289 -3.649 0.619


Question: Among the records above, which one has the highest strongest force on any atom?
Answer: C19H37B3FNNiO7S3